(1)
126
Properties=species:S:1:pos:R:3 method="wB97M-V/def2-TZVPD" total_charge=0 homo_ev=-7.4072 lumo_ev=-0.03 gap_ev=7.376
C 1.28 2.02 4.37
H 5.80 -2.07 4.19
C 2.57 -3.20 5.64
H -2.11 3.18 3.74
S 2.65 -0.40 1.91
H 3.20 -4.70 7.39
C -1.83 7.34 -1.91
H 1.92 -6.31 -8.59
H 0.82 -7.61 -6.44
Cl -1.49 4.82 6.11
C -2.81 6.21 -2.11
H 8.96 -5.86 6.40
H -2.36 9.40 -1.52
H 1.00 -2.51 -3.97
O 3.21 -1.21 -2.54
C 0.92 -6.55 -6.66
C 1.04 0.48 1.38
C 2.90 -2.49 4.16
C -4.68 4.07 -8.55
O 1.68 -2.27 -1.21
O -2.90 3.22 -7.15
H -3.52 1.53 4.84
H 3.02 -0.45 -4.44
H -4.14 4.98 -8.80
C -0.65 1.42 -0.74
C -2.54 2.29 3.09
O -4.56 3.28 -0.06
C -5.75 3.46 -0.26
H 9.31 -8.74 6.02
C 2.16 -1.15 3.60
O 5.71 -2.23 7.05
O -6.74 3.04 0.59
C -0.52 3.25 6.03
H -5.80 5.04 -1.72
H 7.21 -7.78 8.00
H -7.05 3.59 -6.31
H -7.76 5.40 -0.49
H -8.71 3.64 0.77
Cl -3.73 1.15 -2.23
O -5.08 2.99 -6.50
H -2.69 8.27 -0.15
H 3.91 -3.36 -4.17
H 0.00 3.05 7.06
H 1.98 2.18 3.43
C -4.09 3.41 -7.34
H 3.64 -4.75 -7.17
C 2.56 -4.90 -7.05
H -0.50 -3.27 8.33
C 3.55 -1.26 -3.92
H -2.56 5.60 -2.98
Cl 0.74 1.95 -3.33
H 5.26 -5.16 4.98
C 0.99 -0.37 4.45
H -6.72 2.36 -7.57
H -3.43 2.76 2.45
H -1.38 2.48 -5.14
O -4.08 6.83 -2.31
C 5.71 -3.09 5.99
H -3.91 0.69 3.39
H 2.91 -2.66 -5.46
H 1.98 1.63 5.25
C -1.68 1.93 0.43
H 1.37 4.21 5.20
C -2.27 1.78 -4.76
C -7.74 4.43 -1.00
C -2.68 8.39 -1.24
H -1.50 7.71 -2.89
C -6.34 4.13 -1.46
H 2.91 -7.00 -7.30
C 0.57 3.44 4.78
H 1.82 -3.97 -3.32
C 7.99 -6.30 6.66
C -4.05 8.09 -1.78
H -0.95 7.06 -1.34
C 4.97 -4.55 5.96
N 0.27 0.89 4.06
C 0.75 0.67 -0.24
H 8.97 -7.58 8.13
H -6.33 3.42 -2.30
C 0.04 1.00 2.57
C 2.13 -6.27 -7.52
H -3.27 2.37 -5.03
C -6.35 3.27 -7.09
I -0.97 -0.24 7.27
H 0.00 -6.15 -7.10
C 2.23 -2.13 -2.29
H 1.57 0.26 -0.99
H -2.69 2.47 0.10
C 1.36 -2.43 6.50
H 2.85 -5.46 5.70
O -5.01 8.84 -1.73
H 5.44 -5.18 6.86
S 0.89 -3.16 8.20
O 2.22 -4.85 -5.66
N -3.16 1.18 3.93
H -2.88 5.56 -1.23
O 7.32 -6.65 5.45
H 7.40 -5.56 7.21
H 7.84 -9.57 6.62
H 3.73 -2.98 3.48
H -8.38 2.42 -0.48
O 6.40 -2.68 4.73
C -0.84 1.60 -2.36
C 3.35 -4.52 6.23
C -2.13 1.53 -3.11
H -6.10 5.34 -7.58
C 8.13 -7.59 7.43
C -8.00 3.33 0.00
O 0.68 -5.91 -4.33
H -6.82 4.40 -8.90
C 1.92 -2.90 -3.53
C 3.12 -2.62 -4.39
C 0.60 -1.06 5.93
O 7.11 -8.56 4.21
H -4.67 3.37 -9.39
H -2.26 0.77 -5.37
C 1.24 -5.77 -5.41
H 4.63 -1.11 -4.04
H 0.07 3.98 3.84
H 2.03 -4.10 -7.57
H -8.47 4.46 -1.81
C 7.50 -7.98 5.21
C -6.09 4.37 -8.09
C 8.27 -8.61 6.33
H -1.23 2.37 5.68
C -1.38 1.73 2.07

=====

(2)
117
Properties=species:S:1:pos:R:3 method="wB97M-V/def2-TZVPD" total_charge=+1 homo_ev="-9.1367 / -9.8717" s_squared=3.76 multiplicity=4 lumo_ev="-1.57 / -1.58" gap_ev="7.562 / 8.288"
C -2.16 3.03 2.87
H -3.77 -3.92 3.42
H 3.44 0.52 2.51
O 0.18 -0.77 -3.33
H 4.24 1.33 -0.16
H -2.19 1.75 -4.44
C 3.29 -2.08 -1.70
C 2.96 3.68 -3.59
H -2.22 2.60 0.77
S -0.69 -1.20 2.88
C 4.49 -1.47 -2.04
C -0.26 4.17 -1.48
C 4.83 -0.24 -1.49
As -3.72 -2.26 1.60
C 2.08 1.49 -3.12
C 1.05 1.71 -4.03
H -5.23 -3.64 0.19
C -1.24 1.23 4.25
H -1.87 3.15 4.99
H -2.92 1.56 6.79
H 0.88 2.02 7.47
H -2.33 3.99 -4.17
C -1.78 1.11 -3.66
H 5.76 0.24 -1.75
C -0.86 -0.57 -8.60
H -5.95 -2.05 0.50
C -2.24 0.73 7.04
H 0.04 -1.52 5.55
C -3.10 -3.78 2.57
C -1.56 -0.63 -6.30
H -0.31 3.14 6.79
H 0.33 -4.06 1.04
H -0.66 -3.65 -1.62
H 1.88 0.46 3.37
Si -0.69 0.81 6.02
H -1.99 0.81 8.11
H 0.90 5.90 -0.95
P 1.58 0.49 0.96
H 5.17 -1.96 -2.74
H -2.58 4.02 2.78
H 1.44 0.92 -6.61
P -1.80 1.99 -2.08
H -3.56 -0.85 3.67
H 1.88 4.85 -5.03
C 1.86 2.29 0.89
C -4.20 -0.85 2.80
H -5.24 -1.00 3.08
C -1.17 5.70 -3.63
H -2.28 -0.95 -5.55
H 2.12 0.54 -2.60
C -1.16 3.63 -2.39
C -5.41 3.60 -1.00
H 1.23 2.76 1.65
C 0.20 5.48 -1.65
H -6.35 0.36 -1.24
C -1.77 2.52 4.11
C -6.23 2.48 -0.96
H -2.42 0.23 -3.51
C -0.26 6.24 -2.72
H -2.08 -3.65 2.92
H 0.50 -2.87 -2.70
H 2.06 -3.97 0.63
C -3.55 2.22 -1.69
C 2.45 0.08 2.51
H 1.37 -2.90 1.87
H 1.57 2.67 -0.09
C -1.62 4.40 -3.46
C -5.71 1.23 -1.27
C 3.96 0.37 -0.59
C -5.42 -2.89 0.95
H 1.01 -4.23 -1.65
H -6.00 -3.31 1.76
H -3.45 4.36 -1.39
C -4.38 1.10 -1.63
H -3.99 0.12 -1.85
H 3.04 -3.04 -2.15
H -1.52 6.29 -4.46
H -5.81 4.58 -0.76
C -4.07 3.48 -1.37
P -0.16 0.41 -4.17
H 0.18 3.11 -5.43
H -3.17 -4.63 1.90
C 2.41 -1.46 -0.82
H -7.27 2.59 -0.68
C -1.78 -0.95 -7.63
P 0.76 -2.16 -0.39
H 2.53 -1.00 2.62
N -1.47 1.00 1.84
H 0.08 3.57 -0.65
C -1.97 2.25 1.76
H 3.71 4.45 -3.42
H 1.04 2.57 5.79
H 0.11 -1.11 7.28
C 1.18 -3.39 0.92
C 0.98 2.93 -4.72
V -0.64 -0.40 0.58
C 2.75 -0.22 -0.26
S -2.62 -1.71 -0.14
H -4.10 0.09 2.27
H 1.03 0.38 -8.98
C -1.17 0.48 3.06
C 1.93 3.91 -4.50
H -2.68 -1.49 -7.92
C 3.04 2.47 -2.90
C 0.30 -0.73 6.26
C 0.32 2.27 6.56
H 1.37 -0.53 6.17
O -1.03 1.28 -0.99
H -2.78 -0.21 6.89
H 3.85 2.30 -2.20
C 0.53 0.42 -6.90
C -0.41 0.06 -5.92
H -1.03 -0.81 -9.64
H 2.90 2.55 1.08
H 0.09 7.25 -2.85
C 0.30 0.10 -8.23
C 0.38 -3.35 -1.73

=====

(3)
145
Properties=species:S:1:pos:R:3 method="wB97M-V/def2-TZVPD" total_charge=-1 homo_ev=-4.5878 lumo_ev=1.42 gap_ev=6.011
C -3.60 8.46 -3.57
H 0.83 0.14 -7.57
H -1.92 -6.49 -1.31
H 2.20 0.91 -1.44
B 0.05 0.61 -1.10
C 2.39 -7.44 0.41
H 0.32 2.92 1.94
C 0.12 -1.49 -9.77
H 1.79 -1.84 -8.45
H 0.26 -11.18 -0.39
C -0.74 -10.82 -0.14
C 3.82 -5.74 6.66
C -2.31 7.76 -3.17
H -4.78 -6.24 -0.29
H 2.53 -4.58 9.48
N -3.10 0.70 2.25
C 1.12 1.12 -3.32
C 2.95 -5.36 1.40
O 3.20 2.72 3.30
H 3.68 -0.56 9.78
H 0.89 -4.74 1.01
C 0.94 2.44 2.68
C -3.31 -5.05 0.73
H 2.96 -6.99 8.26
H 4.95 -0.17 7.39
C 2.40 2.92 4.49
C 1.32 1.38 -1.84
H -1.42 7.85 -1.17
C 1.91 0.11 8.65
H 3.79 1.05 9.08
H -3.45 -6.47 -2.23
C 1.38 5.70 -5.92
H -4.85 6.85 3.74
H 0.45 1.27 -10.37
H -0.59 -9.49 1.59
O 0.91 0.68 6.50
C -1.71 0.87 0.26
F -0.06 4.42 -4.45
O 3.76 -3.80 8.00
C 1.86 0.32 7.14
H -2.22 -11.48 -1.61
O -6.77 6.07 1.96
F 0.08 7.46 -4.95
H -6.27 10.26 1.96
H -3.16 0.89 -1.48
H 1.41 -0.83 8.88
C 4.09 -4.25 6.76
H -4.08 -4.73 1.42
F -0.50 4.42 -6.56
C -2.57 -9.49 -0.86
O -3.59 -9.11 -1.35
H 4.11 -7.20 1.68
H 0.02 -8.79 0.08
C -6.20 7.11 2.08
O 2.33 -8.62 0.16
H -2.38 -5.21 1.29
C 1.01 3.25 3.98
H 4.25 -6.48 0.05
C 1.71 -5.25 0.52
C 0.08 0.78 -9.48
H 0.24 1.67 -3.65
F 0.96 6.25 -7.09
F 3.60 2.78 -5.56
H -5.12 9.46 0.87
O -0.41 1.13 0.23
F 0.40 2.12 -6.00
F 2.68 5.40 -6.06
H 2.06 0.91 -8.56
H -2.22 6.76 -3.60
C 1.19 0.26 -8.59
C -3.71 -6.27 -0.08
H 0.23 3.00 4.70
F 1.85 3.20 -7.16
C -2.93 -6.07 -1.37
F 3.46 1.28 -3.51
C -2.40 7.77 -1.64
H 3.92 -1.59 7.58
C -0.73 -9.44 0.51
H 1.92 -4.76 -0.43
C -5.73 9.33 1.77
C 2.43 2.77 -4.89
H -0.59 1.46 -8.95
O -2.37 1.54 1.33
C -1.65 -10.59 -1.34
H -1.87 2.23 -1.37
C -2.16 1.19 -1.19
H -1.09 -10.23 -2.21
H -1.46 8.34 -3.49
H 1.86 -5.81 7.55
C 3.41 0.05 8.92
H 2.65 -5.48 2.44
F 2.41 0.46 -5.22
O -2.50 -3.91 -2.41
C 2.31 1.39 -4.22
F 1.60 6.54 -3.65
O 1.33 -6.62 0.25
H -5.40 9.15 3.89
C 2.39 2.40 2.25
H 2.42 2.00 5.07
F 2.52 3.73 -3.95
O -0.66 -0.39 -9.88
O -3.07 -4.01 -0.23
H 1.42 0.93 9.17
C 3.59 -6.66 0.89
H -3.49 -7.20 0.42
C 3.94 -0.51 7.61
C 1.31 3.11 -5.93
H -4.45 7.78 -3.62
C 0.51 4.43 -5.66
H 3.60 -4.49 1.34
H 4.19 -5.22 9.44
Br -2.07 -1.15 0.39
H -2.94 6.92 -1.24
H 1.26 2.45 -1.60
O -2.03 -8.89 0.23
H 0.59 1.42 2.85
H -3.90 9.34 2.98
C -3.21 9.04 -1.39
H 2.20 -1.06 -10.01
O -6.67 8.27 1.55
O -0.24 -2.58 -10.13
O -3.32 9.66 -0.36
O -1.20 0.42 -1.90
F 2.17 7.80 -5.32
O 2.83 2.12 1.17
C 2.90 -5.99 7.85
C 1.47 -1.11 -9.19
O -2.80 0.94 3.35
H 0.89 0.06 -3.43
C 3.34 -4.91 8.82
C -4.88 7.37 2.79
H 3.35 -5.98 5.71
O -3.84 9.42 -2.52
H -3.51 8.99 -4.51
H 0.93 4.31 3.76
H 0.51 -0.53 -0.93
H -4.07 7.04 2.14
H 4.77 -6.27 6.76
O 3.05 0.00 6.59
H 2.84 3.73 5.07
C 1.28 6.87 -4.90
O 4.55 -3.54 5.92
H -1.19 -11.55 0.54
C -2.81 -4.56 -1.45
C -4.89 8.89 2.96

=====

Sequential calculated total energy output: -5424.378449; -7624.655219; -7396.731004 Ha